Formula: C36H34InN3O7S4
Source: the OMol25 dataset
Level of theory: wB97M-V/def2-TZVPD

The geometry in XYZ format:
```
85
Properties=species:S:1:pos:R:3
In -1.67 -0.36 1.53
O -2.33 2.63 4.41
C -1.93 1.73 3.67
O -2.67 1.08 2.83
C -0.41 1.23 3.73
O 0.37 1.71 4.56
O -0.11 0.31 2.85
C 1.71 8.62 -7.89
O 2.65 7.59 -7.91
C 2.50 6.61 -6.94
C 1.36 6.51 -6.16
C 1.25 5.48 -5.24
C 2.26 4.52 -5.05
C 3.41 4.65 -5.87
C 3.54 5.68 -6.80
N 2.22 3.46 -4.14
N 1.22 3.49 -3.38
C 1.05 2.53 -2.45
C 1.90 1.37 -2.30
C 1.61 0.34 -1.41
C 0.46 0.41 -0.56
O 0.14 -0.55 0.18
C -0.35 1.63 -0.63
N -1.37 1.64 0.24
C -2.19 2.66 0.28
C -2.03 3.73 -0.66
C -1.00 3.73 -1.55
C -0.09 2.64 -1.56
H 2.02 9.31 -8.67
H 1.71 9.15 -6.94
H 0.70 8.25 -8.09
H 0.56 7.24 -6.24
H 0.34 5.45 -4.65
H 4.19 3.92 -5.78
H 4.43 5.76 -7.41
H 2.76 1.25 -2.96
H 2.23 -0.54 -1.33
H -2.97 2.67 1.04
H -2.72 4.57 -0.61
H -0.85 4.52 -2.27
C -5.12 -3.32 2.65
C -4.09 -2.52 1.85
S -2.50 -2.50 2.59
C -4.43 -1.87 0.73
C -5.85 -1.84 0.24
S -3.39 -0.82 -0.21
H -4.65 -3.67 3.56
H -5.49 -4.18 2.09
H -5.99 -2.71 2.93
H -6.51 -2.54 0.76
H -5.89 -2.08 -0.84
H -6.27 -0.84 0.34
C -2.16 -4.31 -1.14
S -0.88 -3.05 -0.99
C 0.60 -4.09 -1.12
H -2.14 -4.84 -2.08
H -3.10 -3.76 -1.02
H -2.09 -5.03 -0.31
H 0.72 -4.67 -0.21
H 1.45 -3.41 -1.21
H 0.57 -4.76 -1.98
O 2.57 -1.43 1.86
S 1.32 -1.97 2.44
C 1.61 -3.76 2.37
C 0.52 -4.58 2.64
C 0.71 -5.95 2.66
C 1.96 -6.50 2.37
C 3.03 -5.66 2.00
C 2.83 -4.29 2.01
C 1.57 -1.84 4.23
C 2.63 -1.08 4.66
C 2.85 -0.92 6.03
C 2.02 -1.54 6.94
C 0.88 -2.19 6.50
C 0.65 -2.34 5.13
H -0.47 -4.13 2.76
H -0.13 -6.61 2.86
H 2.07 -7.59 2.35
H 3.97 -6.07 1.68
H 3.61 -3.59 1.73
H 3.25 -0.59 3.93
H 3.70 -0.33 6.35
H 2.22 -1.44 8.00
H 0.17 -2.58 7.20
H -0.26 -2.82 4.78
```

Calculated values
net charge = -2
maximum force = 1.62 eV Å⁻¹
energy relative to the best compared isomer or geometry (same formula, charge and spin) = 0.00 kcal per mole
HOMO energy = -0.0692 Ha
Kohn-Sham gap = 5.3 eV